222
Properties=species:S:1:pos:R:3:forces:R:3 method="wB97M-V/def2-TZVPD" lumo_ev=0.5 mol_weight_g_mol=1477.78 de_lowest_kcal_mol=0.0 e_homo_ha=-0.3295 gap_ev=9.46 multiplicity=1
C 1.24554 -5.48861 1.38828 -1.7085 0.4136 0.3337
O 0.01197 -4.96085 0.81988 0.5032 -0.5175 0.1997
C -1.00957 -4.50494 1.72318 0.9264 0.7992 -0.6948
C -1.66218 -5.58355 2.55464 0.8072 0.2419 0.8971
O -2.47643 -6.39102 1.76748 0.1525 0.2951 -1.3839
C -3.32967 -7.29121 2.38800 1.3826 -1.4534 -0.0252
C -2.84121 -7.82627 3.72787 -1.6562 1.1836 0.4821
O -1.70969 -8.57072 3.64915 1.4512 -0.7251 -0.9867
C -1.08072 -8.87788 4.85330 0.7744 -1.3666 0.1834
H 1.58011 -4.85343 2.22533 -0.0380 -0.2101 -0.3001
H 1.95741 -5.46337 0.57449 0.1552 -0.0754 -0.0273
H 1.08583 -6.52418 1.73614 0.1719 0.2738 -0.1201
H -1.69950 -3.97989 1.04507 -0.2126 -0.3720 0.3294
H -0.58404 -3.69776 2.35716 -0.2061 -0.7470 -0.0347
H -2.25343 -5.08268 3.36243 0.4843 -0.2865 -0.3570
H -0.83286 -6.20566 3.00227 -0.8146 0.5558 -0.0121
H -3.49200 -8.12811 1.66694 0.1685 0.4863 0.5461
H -4.27136 -6.85307 2.58583 -1.3350 0.6773 0.2443
H -3.69089 -8.45312 4.02009 -0.1285 -0.0088 0.7014
H -2.70995 -6.96712 4.45093 -0.3030 -0.7780 -0.4576
H -1.72568 -9.47485 5.53369 0.0953 0.6313 -0.1375
H -0.63774 -8.00307 5.33124 -0.3269 0.2105 0.2471
H -0.22883 -9.55401 4.61350 -0.5375 0.4715 0.0054
C -8.55698 -5.87757 4.75482 -1.4963 0.3231 0.4982
O -7.49688 -5.00627 4.62559 0.0853 0.6902 -0.2854
C -6.38091 -5.54895 4.00998 1.0610 -0.4636 0.5939
C -5.33853 -4.42752 3.99421 0.0069 -0.4009 0.2307
O -5.51116 -3.50613 2.97181 0.8661 -0.1949 -1.5438
C -5.08328 -3.95260 1.64101 -0.4210 0.4741 0.7637
C -4.75305 -2.69786 0.89051 -0.4447 -0.9368 -1.0382
O -3.56691 -2.11013 1.34125 0.2739 -0.8295 -0.3958
C -3.74114 -0.75833 1.59021 -0.0547 0.4169 1.2141
H -9.04336 -6.14666 3.77127 0.2878 0.3777 0.9311
H -9.23055 -5.34120 5.47777 0.0489 -0.7262 -1.0455
H -8.24464 -6.78398 5.25774 0.1217 -0.5820 0.0705
H -6.59298 -5.95022 3.00988 -0.0726 0.2342 -0.1340
H -6.01877 -6.43402 4.60726 -0.0446 0.6213 -0.3114
H -4.32659 -4.82645 3.95140 0.2153 -0.2604 0.1130
H -5.44749 -3.82851 4.90138 -0.0044 -0.3753 0.2011
H -5.96985 -4.40311 1.20002 0.0229 -0.2526 -0.3866
H -4.21789 -4.67272 1.52620 -0.7348 0.6388 0.9477
H -5.58088 -1.99786 0.90363 -0.2611 0.1903 0.4010
H -4.68799 -3.00718 -0.16221 0.3938 0.1765 0.0209
H -4.24899 -0.26891 0.78074 -0.1177 0.4504 -0.6139
H -2.75537 -0.32407 1.74793 -0.0906 0.1851 0.0758
H -4.37033 -0.65610 2.49822 0.3060 0.3068 -0.2044
C 4.00432 4.02673 -2.91979 -0.3629 -0.0017 -1.9321
O 3.81314 3.02605 -2.00542 0.4215 -0.7609 1.5364
C 3.52337 3.44036 -0.66599 -0.9970 0.1985 -0.6574
C 3.67780 2.19784 0.15113 -1.4777 0.6833 1.2517
O 3.08003 2.47642 1.44442 0.3864 -0.1538 -0.6992
C 2.94761 1.37615 2.32468 0.1947 0.2450 0.2990
C 4.25260 0.68549 2.65747 0.7964 0.3687 -1.1396
O 5.24387 1.64163 3.08680 -0.0134 -1.8621 0.0878
C 6.49331 0.93367 3.23595 0.3467 1.1450 -0.2691
H 4.72107 4.78876 -2.66463 0.4118 0.4119 0.6269
H 3.04467 4.50806 -3.15729 0.1733 0.1081 -0.1712
H 4.40561 3.52843 -3.82651 -0.3948 0.3604 0.2332
H 2.47136 3.81338 -0.62147 0.7219 -0.2706 0.1441
H 4.17670 4.22580 -0.30421 0.3412 0.3093 -0.1600
H 4.72090 1.94815 0.24476 0.2945 -0.4468 0.0437
H 3.05056 1.47083 -0.35243 0.2833 -0.7935 -0.0837
H 2.26678 0.58577 1.90016 0.3895 0.7712 0.5531
H 2.58557 1.86541 3.25151 -0.2162 -0.6792 -0.4784
H 4.62769 0.19801 1.70625 -0.2841 0.1925 1.1219
H 4.08440 -0.07505 3.44195 0.0557 0.2417 -0.2945
H 6.44157 -0.04877 3.73756 -0.3922 0.2926 -0.2737
H 7.11563 1.58416 3.85235 0.0265 -0.0798 0.0445
H 7.01864 0.84803 2.25762 -0.4810 -0.2457 0.4109
C -2.61378 6.60425 -6.81309 -0.9934 0.3198 -0.5923
O -1.58913 6.84081 -5.90527 -0.2969 0.6547 0.3991
C -1.41991 5.81285 -4.98157 0.7227 -0.8378 0.1588
C -0.64789 4.64878 -5.61217 -0.3505 -0.3815 1.3467
O 0.65027 5.07728 -5.95256 0.1175 0.5140 -0.1633
C 1.59210 4.03175 -6.11275 -1.1937 -0.1722 -0.7175
C 2.87650 4.68664 -6.51010 0.3726 -0.5535 1.3732
O 3.94351 3.77310 -6.71713 -0.7759 0.0127 -0.3355
C 5.10678 4.48453 -7.00483 0.2476 1.4453 -0.6972
H -2.36887 5.83001 -7.54291 0.1751 -0.0686 -0.1316
H -2.78355 7.55699 -7.34726 -0.0263 -0.5226 0.1796
H -3.57575 6.27748 -6.33917 0.6128 0.3919 -0.0130
H -2.35691 5.47323 -4.51465 -0.1941 -0.1570 -0.5299
H -0.87359 6.21054 -4.12467 0.3781 0.1309 -0.2335
H -1.20518 4.16253 -6.40294 0.0337 0.3987 -0.9212
H -0.62589 3.83896 -4.88572 0.3337 0.0408 0.4589
H 1.21661 3.38549 -6.92273 0.2626 -0.3096 0.2551
H 1.66368 3.50498 -5.17520 0.2073 -0.6431 0.3602
H 3.21643 5.22235 -5.62468 -0.3135 1.0365 -0.1767
H 2.63917 5.29398 -7.36216 0.3763 0.6376 -0.5265
H 5.19206 4.78851 -8.06937 -0.4439 0.0052 0.3135
H 5.90975 3.82021 -6.86192 1.1715 -0.7615 0.4740
H 5.26042 5.43137 -6.40018 -0.3354 -1.0805 -0.2966
C -2.04295 -2.22492 4.23076 1.1596 -1.4824 0.9880
O -0.67937 -2.15228 3.74700 -0.5441 0.5764 -0.3313
C 0.25006 -2.19982 4.78329 0.2923 -0.8765 2.2744
C 1.70351 -1.91266 4.40591 -0.1109 0.5699 0.5428
O 2.31832 -3.13324 4.01977 1.0385 0.2744 -0.3516
C 3.75907 -3.04011 3.87412 -0.7468 1.7225 -0.2242
C 4.28904 -4.10276 2.98877 -2.1953 -1.0540 0.4524
O 3.82266 -3.86275 1.67170 0.0728 0.1014 -0.4132
C 4.47301 -4.60105 0.65372 0.8920 -0.2137 0.4052
H -2.21086 -1.37432 4.93426 -0.4329 -0.1662 -1.0341
H -2.09452 -3.12593 4.92062 -0.1081 0.6428 -0.6852
H -2.70719 -2.44132 3.35963 0.4151 0.8505 0.8259
H 0.33671 -3.26645 5.18402 -0.5602 1.0734 -0.0894
H -0.08408 -1.50742 5.63405 0.4995 -0.8477 -1.0021
H 2.25084 -1.42097 5.27778 -0.6401 -0.7098 -0.8270
H 1.68881 -1.18560 3.59846 0.3464 0.1423 -0.3238
H 4.20636 -3.06937 4.86496 0.1929 -0.1592 0.1806
H 4.08707 -2.09532 3.38974 -0.5950 -0.0956 0.3913
H 3.81991 -5.00512 3.42621 0.4714 -0.3723 -0.6214
H 5.34327 -4.13681 3.11371 1.1873 -0.1237 -0.3516
H 4.31597 -4.26854 -0.37068 -0.7041 0.4865 0.2810
H 4.32987 -5.66711 0.68213 -0.7578 -0.6152 0.2437
H 5.52580 -4.51022 0.81065 1.1193 0.2215 0.0161
C 1.66373 -2.01832 0.27641 1.2674 0.1227 -0.0745
O 1.09874 -0.75432 -0.07038 -0.2095 -0.6304 1.4696
C 0.16327 -0.36613 0.95912 -0.2842 -1.2654 0.0322
C -0.20659 1.03018 0.75046 0.1178 2.6052 0.1986
O -0.86672 1.28629 -0.47880 0.9544 -0.3097 -1.0904
C 0.09813 1.64042 -1.52643 -0.9962 1.3674 -0.5606
C -0.59438 1.69300 -2.91273 -0.8685 -0.5929 0.0241
O -1.41261 2.86670 -3.13087 1.7731 -0.7901 0.2023
C -2.58307 2.87363 -2.41682 -1.3534 1.7577 1.3133
H 2.47033 -2.23598 -0.42410 0.2432 0.3393 -0.0951
H 1.01103 -2.85410 0.12678 -0.9070 -0.4112 0.3738
H 2.11342 -2.07944 1.29578 -0.5090 0.3184 -0.5279
H 0.56195 -0.52520 1.98454 -0.0615 0.1007 -0.6231
H -0.77630 -0.94664 0.91907 0.4588 -0.4010 -0.1827
H 0.69108 1.68079 0.82677 -0.2764 -0.1888 -0.1157
H -0.89105 1.41439 1.52333 0.1136 -0.4511 0.0766
H 0.96043 0.97920 -1.54992 -0.0806 -0.1215 0.0811
H 0.39226 2.68614 -1.30620 0.3469 -0.4821 -0.0323
H -1.21805 0.78369 -2.99619 -0.1396 0.2604 0.0994
H 0.04389 1.60967 -3.81374 0.3281 0.3767 0.8729
H -3.31059 2.21161 -2.78121 -0.9888 -1.2672 -0.8840
H -3.03523 3.87584 -2.46623 0.2097 -0.0053 -0.4600
H -2.57255 2.71202 -1.34385 0.9265 -0.3445 0.3237
F -2.40567 2.77634 -7.86928 0.0925 -0.0633 -0.1047
C -3.13006 2.17657 -6.90283 -0.0680 -1.2054 0.2455
C -2.94032 0.80573 -6.65581 0.7223 1.3363 -0.7502
C -3.67440 0.27143 -5.63381 0.0800 -1.4674 0.5273
C -4.64006 0.98598 -4.97917 -0.9417 1.2594 0.3048
C -4.85731 2.34866 -5.22605 1.1733 -0.9651 -0.6887
C -4.02188 2.94750 -6.20033 -0.7143 0.7704 0.4710
H -2.18948 0.28077 -7.24263 -0.2105 -0.0358 0.2966
H -3.55046 -0.74251 -5.23266 0.2502 0.1847 -0.7513
H -5.24712 0.44269 -4.27405 -0.0887 0.1724 0.3355
H -5.61371 2.84089 -4.63605 0.0312 0.4785 -0.2186
H -4.00905 4.01538 -6.46640 -0.3773 -0.5191 0.3348
F -1.68346 5.37115 3.25631 -0.6894 -0.1036 -0.6002
C -2.64036 4.56649 2.69630 -0.0939 -0.6357 0.0401
C -3.03429 3.45757 3.46464 0.5651 1.1999 -0.7730
C -3.96793 2.61007 2.89737 -0.2527 -0.8204 1.3976
C -4.50887 2.81720 1.64834 0.4651 0.4490 -0.0143
C -4.10918 3.89438 0.91389 0.7307 1.8822 -0.6558
C -3.16897 4.81357 1.42720 -0.2905 -1.4131 1.3931
H -2.56551 3.38739 4.44634 -0.3501 -0.4144 -0.1761
H -4.34890 1.77586 3.49026 0.2314 0.1279 -0.1421
H -5.25002 2.19229 1.24476 -0.8003 -0.9435 -0.2632
H -4.52342 4.14146 -0.07520 0.0856 -0.3925 0.5230
H -2.92120 5.69025 0.91044 0.4781 1.0268 -0.7439
F 0.06368 -0.20928 -6.60746 0.8037 -0.0534 0.6319
C 1.03102 -0.31844 -5.62829 -0.1930 1.0385 -0.7064
C 0.78031 -1.13414 -4.55726 -1.8469 -0.4014 -0.4853
C 1.73717 -1.22075 -3.58153 -0.1502 -0.6465 0.5219
C 2.88293 -0.48981 -3.65018 1.4007 0.4182 -0.2612
C 3.13129 0.34858 -4.73422 0.2108 -0.1276 0.1487
C 2.18539 0.47229 -5.73595 -0.6937 -0.4213 -0.2576
H -0.21339 -1.64431 -4.46534 1.1535 0.3382 -0.1942
H 1.59470 -1.94018 -2.80524 -0.1373 -0.1526 0.6379
H 3.68783 -0.59881 -2.93087 -0.2832 -0.1037 0.1067
H 4.11619 0.81409 -4.78256 -0.4471 0.2735 -0.1620
H 2.29088 1.13902 -6.58478 0.1468 -0.1334 0.0531
F -4.39570 -0.78161 -2.06139 -0.0800 0.0537 0.2517
C -3.45205 -1.75661 -2.03661 -0.0137 0.0642 0.1739
C -2.21977 -1.49163 -1.48486 0.7923 0.5800 -0.4554
C -1.23722 -2.48160 -1.58833 -0.9989 1.2338 1.4821
C -1.57837 -3.72053 -2.01468 0.3875 -1.6676 -1.1760
C -2.81019 -4.00267 -2.60053 -0.9390 0.8904 0.1899
C -3.79743 -2.98688 -2.55256 0.5695 -1.0451 -0.5047
H -1.95024 -0.52497 -1.04201 -0.3992 -0.2950 -0.3372
H -0.28411 -2.30373 -1.12616 0.1387 0.0985 -0.1860
H -0.81579 -4.47801 -1.91605 -0.0160 -0.3327 -0.2544
H -3.02493 -4.94882 -3.11443 0.0932 0.3450 0.6017
H -4.81997 -3.15780 -2.88290 0.2544 0.0741 -0.1884
F 7.58007 -2.44610 1.32789 0.0231 0.0593 -0.4457
C 7.05634 -1.64102 0.36626 -0.0889 0.2568 0.0680
C 5.68984 -1.59537 0.22290 -0.0152 0.0406 0.5794
C 5.11147 -0.67133 -0.62378 -0.0959 0.1872 -0.6503
C 5.92357 0.20281 -1.38773 -1.1933 -0.3858 -0.4183
C 7.30076 0.06316 -1.29964 -0.3073 0.1193 0.2687
C 7.85515 -0.83804 -0.40895 1.9917 -0.6499 -0.0644
H 5.09602 -2.21655 0.86958 -0.3009 -0.1176 0.0195
H 4.00420 -0.69308 -0.66703 0.8547 0.4257 -0.1582
H 5.42522 0.90359 -2.09239 0.5720 -0.3918 0.6771
H 8.01012 0.65119 -1.85648 -0.2100 0.2663 -0.3460
H 8.96559 -0.97050 -0.41509 -1.0964 0.1998 0.3482
F 3.80186 7.42588 0.17872 -0.4642 0.1113 -0.0068
C 2.61200 6.77847 -0.02002 1.4086 -0.2981 0.1641
C 2.28117 6.50043 -1.33227 -2.7339 -0.6801 1.5465
C 1.06027 5.78839 -1.52911 0.3183 0.2898 0.4529
C 0.31474 5.32119 -0.42097 1.5652 0.8702 -0.2210
C 0.77947 5.62511 0.89639 -0.9075 -1.1926 -1.3700
C 1.95504 6.32678 1.12135 -1.3242 0.1695 -1.6790
H 2.80530 6.94947 -2.12037 0.8041 0.3025 -0.9735
H 0.71693 5.62322 -2.56108 0.1184 -0.0915 0.5579
H -0.57021 4.71511 -0.60173 0.0621 0.1949 0.2344
H 0.16402 5.17953 1.67205 0.3064 0.4354 0.3695
H 2.20403 6.68744 2.08184 0.6277 0.0046 0.8602
F 0.24969 0.78750 4.49788 0.0824 0.0688 -0.0209
C 0.28675 1.97972 5.13031 0.0556 1.8000 -1.2069
C -0.04155 2.04540 6.45235 0.0669 -0.0917 0.4443
C -0.00397 3.25747 7.14682 -0.3164 -0.6732 -0.5951
C 0.32394 4.40732 6.45880 1.1624 0.9302 0.6168
C 0.63621 4.36938 5.12794 0.2331 -1.1617 -1.8649
C 0.59412 3.14616 4.41469 0.1692 0.2004 0.2821
H -0.24903 1.08319 6.86741 -0.3271 -0.2586 0.8197
H -0.26382 3.28353 8.18353 0.0539 -0.0080 0.4720
H 0.62958 5.34316 6.93563 -0.8566 -0.2902 0.3627
H 0.96733 5.27490 4.60546 -0.2322 -0.4251 0.2173
H 0.87013 3.10241 3.35672 -0.2080 0.0179 0.3606